[1]
{
  "formula": "C22H25Br3IN2O3RbSi",
  "method": "ωB97M-V/def2-TZVPD",
  "species": ["Rb", "N", "C", "O", "C", "C", "H", "H", "H", "H", "H", "H", "C", "C", "C", "C", "C", "C", "Br", "C", "C", "Br", "C", "O", "C", "N", "H", "H", "H", "H", "H", "H", "Br", "C", "C", "C", "C", "C", "C", "I", "H", "H", "H", "H", "C", "Si", "C", "C", "O", "H", "H", "H", "H", "H", "H", "H", "H", "H"],
  "positions_angstrom": [[0.51889, 0.68462, -0.55028], [5.03161, 2.69561, -0.56744], [3.74076, 2.39460, -0.91874], [3.51040, 1.57200, -1.78970], [2.66456, 3.17782, -0.21728], [1.93827, 4.11880, -1.18109], [5.76454, 2.10893, -0.92634], [5.21954, 3.24338, 0.25082], [3.06257, 3.72121, 0.64029], [1.94956, 2.44585, 0.15456], [1.94195, 3.70334, -2.18979], [2.40444, 5.10538, -1.20534], [1.96358, -2.23206, -2.46088], [2.18293, -2.70484, -1.05446], [2.48278, -4.05188, -0.76491], [2.63574, -4.44770, 0.53535], [2.48424, -3.51381, 1.58102], [2.61482, -3.80889, 2.95491], [3.01231, -5.59350, 3.53765], [2.46144, -2.83649, 3.90930], [2.16667, -1.53574, 3.52491], [1.98111, -0.20950, 4.88680], [1.99211, -1.10252, 2.18484], [1.71363, 0.07423, 1.85672], [2.18163, -2.17688, 1.19740], [2.05389, -1.81792, -0.09306], [2.23536, -2.99952, -3.18737], [2.54659, -1.32806, -2.64678], [0.90274, -1.97025, -2.57793], [2.59170, -4.76387, -1.57382], [2.87174, -5.47703, 0.77275], [2.56658, -3.07693, 4.95810], [-3.26776, 6.13985, -1.77293], [-3.58238, 5.03754, -0.21626], [-4.87631, 5.05366, 0.28510], [-5.15515, 4.30037, 1.41596], [-4.14543, 3.55603, 2.01111], [-2.86850, 3.56373, 1.46563], [-2.54410, 4.30661, 0.32746], [-0.25880, 4.24701, -0.50945], [-5.65390, 5.63603, -0.19475], [-6.15906, 4.28976, 1.82544], [-4.35867, 2.96915, 2.89900], [-2.08668, 2.96667, 1.93071], [-2.57456, -3.46558, -2.56163], [-2.23289, -1.88944, -1.51931], [-2.04355, -2.51455, 0.27661], [-3.91215, -0.97085, -1.55256], [-1.01892, -1.04523, -2.03154], [-3.49742, -3.97954, -2.27226], [-1.74999, -4.18090, -2.47375], [-2.66156, -3.18718, -3.61688], [-2.85537, -3.18290, 0.58285], [-2.02562, -1.67424, 0.97814], [-1.10044, -3.05904, 0.39192], [-4.76185, -1.63085, -1.34679], [-4.06304, -0.52668, -2.54128], [-3.93462, -0.15779, -0.82074]],
  "forces_ev_per_a": [[-0.4, -0.5, -0.4], [0.0, 0.1, 0.0], [0.3, -0.1, 0.0], [-0.1, 0.0, 0.1], [0.0, 0.0, -0.3], [-0.1, -0.1, 0.0], [0.0, 0.0, 0.0], [0.0, 0.0, 0.1], [-0.1, 0.0, 0.1], [0.4, 0.2, 0.4], [0.0, 0.0, 0.0], [-0.1, 0.0, 0.0], [-0.1, 0.0, 0.0], [0.0, 0.0, 0.0], [0.0, -0.1, 0.1], [0.0, 0.0, -0.1], [0.0, 0.2, -0.1], [0.0, -0.1, 0.3], [0.0, 0.1, 0.0], [0.0, -0.2, -0.2], [0.0, 0.3, 0.0], [0.0, -0.1, 0.0], [0.0, 0.1, 0.3], [0.1, -0.1, 0.0], [0.1, -0.3, 0.1], [-0.1, 0.0, -0.2], [0.0, 0.0, 0.0], [0.0, 0.0, 0.0], [0.0, 0.0, 0.0], [0.0, 0.0, 0.0], [0.0, 0.0, 0.0], [0.0, 0.0, 0.0], [0.0, 0.1, -0.2], [0.1, -0.2, 0.3], [-0.1, 0.0, 0.0], [-0.1, 0.0, 0.0], [0.0, -0.1, 0.1], [0.0, 0.0, -0.1], [-0.1, 0.1, -0.2], [0.1, 0.4, 0.0], [0.0, 0.0, 0.0], [0.0, 0.0, 0.0], [0.0, 0.0, 0.0], [0.0, 0.0, 0.1], [0.1, 0.1, 0.0], [-0.8, -0.5, 0.2], [0.0, 0.0, -0.1], [0.2, 0.0, 0.0], [0.5, 0.3, -0.1], [0.0, 0.0, 0.0], [0.0, 0.0, 0.0], [0.0, 0.0, 0.0], [0.0, 0.0, 0.0], [0.0, 0.0, 0.0], [0.0, 0.0, 0.0], [0.0, 0.0, 0.0], [0.0, 0.0, 0.0], [0.0, 0.0, 0.0]],
  "total_charge": -2,
  "lumo_ev": 3.73,
  "orbital_gap_ev": 5.65,
  "homo_energy_ev": -1.92,
  "largest_force_ev_per_a": 0.9
}

***

[2]
{
  "formula": "C8H8N2O3",
  "method": "ωB97M-V/def2-TZVPD",
  "species": ["C", "C", "N", "O", "O", "C", "C", "C", "C", "C", "N", "C", "O", "H", "H", "H", "H", "H", "H", "H", "H"],
  "positions_angstrom": [[3.32767, -0.12010, -0.71776], [2.18300, -0.28809, 0.16977], [1.83759, 0.56975, 1.05693], [2.42763, 1.59467, 1.35009], [0.63264, 0.19441, 1.72072], [0.09584, -0.94463, 1.05371], [-1.09193, -0.40630, 0.21936], [-2.08679, 0.29552, 0.90043], [-3.11494, 0.63697, 0.11984], [-3.06862, 0.47335, -1.28282], [-2.08239, 0.06334, -1.94111], [-1.07542, -0.36855, -1.15187], [1.19067, -1.36680, 0.15606], [3.76119, -1.08041, -0.85099], [4.02366, 0.40689, -0.06306], [3.35832, 0.38698, -1.62876], [-0.18928, -1.68358, 1.74339], [-2.04717, 0.43832, 2.04849], [-3.95359, 1.18642, 0.54187], [-3.98771, 0.84150, -1.81911], [-0.14037, -0.82967, -1.62519]],
  "forces_ev_per_a": [[1.2, -0.9, 2.5], [-3.9, -1.7, -0.2], [0.5, -0.7, -1.0], [-0.2, 1.1, 1.0], [0.3, 0.1, 1.3], [1.3, 2.6, -3.6], [1.4, 0.1, 0.7], [0.8, -1.2, 2.3], [-1.9, 1.5, -0.4], [-4.4, 2.3, 1.5], [3.1, -1.4, -1.0], [2.2, -1.9, -0.9], [1.0, 1.1, 0.6], [0.4, -1.0, -0.4], [0.3, 0.2, -0.1], [-1.1, 0.9, -1.5], [0.0, -1.1, 0.9], [-0.2, -0.2, -2.2], [-0.1, -0.2, -0.2], [1.0, -0.5, 0.3], [-1.7, 0.8, 0.3]],
  "lumo_ev": 0.77,
  "smiles": "CC1=[N+]([O-])O[C@@H](c2cccnc2)O1",
  "orbital_gap_ev": 9.29,
  "relative_energy_ev": 4.934,
  "homo_energy_ev": -8.53,
  "largest_force_ev_per_a": 5.2
}